Below is C36H29CoNO7PS as an isolated structure in a non-equilibrium geometry, with properties calculated with wB97M-V/def2-TZVPD.

Summary:
Orbital gap (spin up / spin down) ... 0.2875 / 0.2868 Eh
Molecular weight ... 709.6 g mol⁻¹
HOMO level (spin up / spin down) ... -9.181 / -9.178 eV

CARTESIAN COORDINATES (ANGSTROEM)
1 Co -0.072 0.301 -0.109
2 O -0.849 -3.394 0.003
3 C -0.225 -2.492 -0.500
4 O -0.716 -1.288 -0.690
5 C 1.164 -2.764 -1.058
6 C 1.468 -4.093 -1.339
7 C 2.656 -4.436 -1.960
8 C 3.570 -3.450 -2.313
9 C 3.293 -2.128 -2.020
10 C 2.098 -1.782 -1.387
11 P 1.883 -0.043 -0.983
12 C 3.240 0.462 0.059
13 C 3.375 1.816 0.377
14 C 4.326 2.210 1.299
15 C 5.130 1.261 1.917
16 C 4.995 -0.082 1.605
17 C 4.045 -0.487 0.681
18 C 1.974 0.828 -2.561
19 C 0.978 0.543 -3.497
20 C 1.049 1.094 -4.765
21 C 2.098 1.942 -5.097
22 C 3.086 2.227 -4.168
23 C 3.034 1.663 -2.900
24 H 0.738 -4.843 -1.067
25 H 2.868 -5.473 -2.179
26 H 4.496 -3.711 -2.808
27 H 4.011 -1.356 -2.274
28 H 2.710 2.547 -0.064
29 H 4.418 3.255 1.565
30 H 5.847 1.569 2.666
31 H 5.598 -0.822 2.112
32 H 3.917 -1.541 0.474
33 H 0.155 -0.110 -3.232
34 H 0.280 0.868 -5.491
35 H 2.146 2.378 -6.086
36 H 3.907 2.880 -4.430
37 H 3.820 1.866 -2.186
38 O 3.306 -0.980 4.428
39 S 2.409 0.130 4.269
40 O 2.870 1.438 4.642
41 N 1.811 0.160 2.742
42 C 0.533 -0.065 2.741
43 O -0.216 -0.089 1.706
44 C -0.093 -0.303 4.075
45 C -1.412 -0.580 4.379
46 C -1.741 -0.764 5.717
47 C -0.770 -0.672 6.712
48 C 0.557 -0.399 6.398
49 C 0.863 -0.219 5.066
50 H -2.152 -0.657 3.594
51 H -2.764 -0.984 5.992
52 H -1.053 -0.819 7.746
53 H 1.316 -0.331 7.165
54 C -1.944 8.070 -1.428
55 C -1.582 6.625 -1.230
56 C -1.058 6.174 -0.029
57 C -0.727 4.840 0.179
58 C -0.186 4.462 1.536
59 C -0.940 3.926 -0.869
60 C -1.494 4.356 -2.091
61 C -1.784 3.436 -3.247
62 C -1.791 5.701 -2.246
63 C -0.575 2.508 -0.677
64 O 0.269 2.163 0.215
65 O -1.073 1.544 -1.349
66 H -1.559 8.690 -0.620
67 H -3.029 8.193 -1.459
68 H -1.547 8.447 -2.371
69 H -0.904 6.880 0.779
70 H -0.324 5.293 2.226
71 H 0.876 4.222 1.493
72 H -0.681 3.582 1.945
73 H -0.921 2.827 -3.501
74 H -2.067 4.026 -4.118
75 H -2.595 2.749 -3.011
76 H -2.203 6.037 -3.190